76
Properties=species:S:1:pos:R:3:mulliken_spin:R:1 method="wB97M-V/def2-TZVPD" total_charge=-1 e_tot_ev=-268680.51283 spin_multiplicity=6 orbital_gap_ev="5.9 / 5.9" e_above_lowest_kj_mol=95.4
Sm 3.07 1.86 0.46 5.091
N 3.52 -0.92 0.31 -0.006
C 2.83 -1.46 1.45 0.002
C 2.46 -0.47 2.69 -0.005
O 1.95 -0.96 3.70 -0.002
N 2.72 0.85 2.53 -0.016
C 2.49 1.80 3.56 -0.004
C 2.88 3.30 3.06 0.000
O 2.51 4.18 3.83 -0.001
O 3.55 3.46 1.95 -0.015
H 3.19 -1.09 -0.64 0.000
H 4.49 -0.65 0.32 -0.001
H 3.37 -2.31 1.92 0.000
H 1.90 -1.86 1.08 -0.002
H 3.04 1.70 4.54 -0.001
H 1.45 1.71 3.92 -0.001
Se 1.47 0.23 -2.63 -0.002
Te 3.95 0.29 -2.90 -0.004
Te 5.95 2.12 -1.80 -0.002
Se 6.25 1.26 0.49 -0.011
C 1.60 3.84 -1.32 0.013
N 1.18 3.31 0.01 -0.038
C 0.76 4.38 0.93 0.004
N -0.25 5.26 0.28 -0.001
C 0.26 5.84 -1.04 0.000
N 0.61 4.70 -2.00 -0.001
C -0.67 3.89 -2.15 0.000
N -1.12 3.33 -0.89 -0.001
C -0.08 2.49 -0.33 0.011
C -1.42 4.45 0.05 0.000
H 1.81 2.96 -1.99 -0.004
H 2.49 4.46 -1.20 0.000
H 1.66 5.00 1.23 0.000
H 0.34 3.96 1.83 -0.001
H 1.16 6.42 -0.92 0.000
H -0.48 6.54 -1.51 0.000
H -0.50 3.03 -2.88 0.000
H -1.42 4.54 -2.60 0.000
H 0.17 1.67 -1.07 -0.006
H -0.49 2.03 0.58 0.001
H -1.77 4.09 1.00 0.000
H -2.27 4.97 -0.41 0.000
C -4.08 -0.94 -3.25 0.000
C -3.36 -2.11 -3.42 0.000
C -2.26 -2.29 -2.56 0.000
C -1.96 -1.39 -1.56 0.000
C -2.70 -0.21 -1.42 0.000
C -3.77 0.01 -2.27 0.000
As -0.67 -1.93 -0.21 0.000
C -0.10 -3.84 -0.70 0.000
C -0.41 -4.89 0.12 0.000
C -0.10 -6.21 -0.23 0.000
C 0.79 -6.41 -1.34 0.000
C 1.28 -5.28 -2.04 0.000
C 0.75 -4.05 -1.77 0.000
C -2.01 -2.39 1.17 0.000
C -1.73 -2.24 2.56 0.000
C -2.65 -2.65 3.57 0.000
C -3.90 -3.15 3.20 0.000
C -4.17 -3.35 1.85 0.000
C -3.20 -3.06 0.87 0.000
H -4.87 -0.77 -3.94 0.000
H -3.67 -2.87 -4.12 0.000
H -1.62 -3.18 -2.68 0.000
H -2.51 0.44 -0.60 0.000
H -4.30 0.95 -2.15 0.000
H -0.84 -4.74 1.09 0.000
H -0.37 -7.00 0.44 0.000
H 0.99 -7.40 -1.68 0.000
H 2.03 -5.37 -2.83 0.000
H 1.04 -3.18 -2.32 0.000
H -0.81 -1.72 2.82 0.000
H -2.38 -2.40 4.61 0.000
H -4.57 -3.45 4.01 0.000
H -5.12 -3.74 1.51 0.000
H -3.36 -3.38 -0.16 0.000


156
Properties=species:S:1:pos:R:3:lowdin_charge:R:1 method="wB97M-V/def2-TZVPD" total_charge=0 e_tot_ev=-68658.75384 smiles=CC1(C)CCCC(C)(C)N1O.CC1(C)CCCC(C)(C)N1O.CC(C)O.CC(C)O.CC(C)O.CC(C)O.CC(C)O.CC(C)O.CC(C)O.CC(C)O spin_multiplicity=1 orbital_gap_ev=8.8 e_above_lowest_kj_mol=310.9
C -0.73 6.66 3.91 -0.041
C -1.42 6.30 2.59 -0.500
C -2.73 5.60 2.85 -0.037
C -1.79 7.72 1.98 -0.130
C -2.15 7.59 0.49 -0.181
C -1.00 6.96 -0.30 -0.141
C -0.52 5.58 0.23 -0.490
C -1.42 4.49 -0.37 -0.015
C 0.94 5.43 -0.31 -0.025
N -0.41 5.67 1.70 -0.070
O -0.14 4.36 2.19 -0.029
H -1.45 7.03 4.65 0.084
H -0.28 5.77 4.36 0.078
H 0.06 7.41 3.81 0.082
H -2.36 4.60 3.09 0.089
H -3.35 6.07 3.62 0.090
H -3.46 5.67 2.04 0.055
H -2.60 8.24 2.49 0.120
H -0.87 8.30 2.04 0.110
H -3.05 6.98 0.42 0.099
H -2.32 8.55 0.02 0.110
H -0.11 7.59 -0.21 0.119
H -1.36 6.81 -1.31 0.116
H -1.62 4.65 -1.43 0.090
H -2.41 4.60 0.07 0.055
H -1.14 3.46 -0.18 0.056
H 1.72 5.97 0.21 0.086
H 0.97 5.69 -1.37 0.081
H 1.10 4.35 -0.21 0.065
H 0.77 4.48 2.47 0.092
C 0.41 -3.52 2.93 -0.032
C 0.85 -4.76 2.11 -0.461
C 0.09 -6.03 2.59 -0.022
C 0.53 -4.47 0.61 -0.117
C 1.23 -5.48 -0.30 -0.193
C 2.75 -5.45 -0.02 -0.118
C 3.06 -5.86 1.43 -0.510
C 2.80 -7.38 1.63 -0.028
C 4.58 -5.65 1.69 -0.044
N 2.34 -4.92 2.29 -0.102
O 2.59 -5.11 3.67 -0.031
H 0.87 -2.69 2.40 0.059
H -0.67 -3.37 2.95 0.078
H 0.71 -3.52 3.98 0.079
H 0.30 -6.83 1.88 0.057
H 0.46 -6.36 3.56 0.081
H -0.98 -5.84 2.66 0.085
H -0.53 -4.75 0.55 0.118
H 0.70 -3.44 0.33 0.105
H 0.74 -6.46 -0.31 0.102
H 1.04 -5.26 -1.35 0.075
H 3.13 -4.48 -0.33 0.119
H 3.14 -6.24 -0.66 0.121
H 2.56 -7.63 2.65 0.084
H 3.64 -7.97 1.27 0.081
H 1.99 -7.67 0.96 0.061
H 5.23 -6.01 0.90 0.082
H 4.87 -6.08 2.65 0.077
H 4.77 -4.58 1.80 0.080
H 3.04 -4.28 3.85 0.105
C -0.31 -0.37 1.20 -0.044
C -0.05 -0.21 -0.30 -0.439
C -1.24 -0.63 -1.15 -0.034
O 0.21 1.18 -0.51 -0.076
H 0.68 -0.47 1.66 0.064
H -0.85 -1.27 1.49 0.063
H -0.67 0.53 1.71 0.081
H 0.86 -0.78 -0.50 0.101
H -2.19 -0.65 -0.60 0.074
H -1.07 -1.66 -1.46 0.056
H -1.50 -0.02 -2.02 0.068
H -0.54 1.72 -0.24 0.046
C -2.57 -3.76 -2.65 -0.070
C -3.09 -5.15 -2.81 -0.509
C -1.96 -6.11 -3.17 -0.063
O -3.75 -5.58 -1.63 -0.027
H -1.89 -3.39 -3.41 0.077
H -1.95 -3.78 -1.74 0.073
H -3.29 -2.96 -2.47 0.083
H -3.73 -5.15 -3.71 0.134
H -1.46 -5.88 -4.11 0.078
H -2.20 -7.17 -3.28 0.077
H -1.21 -6.11 -2.38 0.070
H -3.86 -6.53 -1.75 0.086
C -4.50 3.14 1.05 -0.065
C -5.08 2.26 -0.05 -0.470
C -4.68 2.68 -1.46 -0.050
O -4.72 0.90 0.21 -0.061
H -4.51 4.20 0.77 0.059
H -3.46 2.96 1.32 0.072
H -5.17 3.02 1.90 0.080
H -6.17 2.27 0.09 0.130
H -3.61 2.57 -1.67 0.070
H -4.88 3.74 -1.67 0.080
H -5.22 2.07 -2.19 0.078
H -4.62 0.46 -0.64 0.072
C -3.46 -0.87 3.46 -0.052
C -4.24 -0.58 4.74 -0.483
C -5.33 0.46 4.50 -0.060
O -4.84 -1.83 5.12 -0.069
H -3.28 0.12 3.03 0.071
H -4.08 -1.34 2.69 0.088
H -2.57 -1.48 3.57 0.065
H -3.63 -0.30 5.60 0.133
H -6.05 0.47 5.32 0.074
H -5.83 0.23 3.56 0.083
H -4.90 1.46 4.42 0.074
H -5.45 -1.66 5.85 0.077
C 1.71 -2.09 -4.68 -0.037
C 1.40 -3.27 -3.74 -0.447
C 2.43 -4.37 -3.99 -0.062
O 1.55 -2.90 -2.37 -0.076
H 1.12 -1.18 -4.61 0.056
H 1.52 -2.49 -5.69 0.080
H 2.77 -1.83 -4.76 0.073
H 0.46 -3.82 -3.84 0.119
H 3.45 -4.05 -3.77 0.084
H 2.47 -4.67 -5.04 0.083
H 2.14 -5.24 -3.40 0.073
H 2.52 -2.83 -2.30 0.054
C 5.17 2.37 1.70 -0.047
C 3.93 3.10 2.21 -0.480
C 2.98 2.17 2.99 -0.050
O 4.26 4.28 2.98 -0.054
H 6.06 2.96 1.50 0.079
H 5.00 1.92 0.72 0.060
H 5.44 1.57 2.40 0.076
H 3.29 3.41 1.38 0.121
H 3.53 1.65 3.78 0.080
H 2.59 1.49 2.24 0.074
H 2.17 2.74 3.44 0.071
H 4.58 3.88 3.80 0.084
C 0.33 1.85 -4.03 -0.053
C -0.65 2.34 -5.10 -0.469
C -0.18 3.59 -5.85 -0.057
O -0.95 1.34 -6.10 -0.057
H 0.70 2.57 -3.31 0.078
H 1.18 1.42 -4.58 0.075
H -0.11 1.06 -3.42 0.053
H -1.58 2.54 -4.56 0.125
H 0.24 4.31 -5.14 0.071
H -1.03 4.13 -6.27 0.074
H 0.55 3.36 -6.62 0.080
H -0.23 0.70 -6.09 0.068
C 4.84 0.41 -2.99 -0.043
C 4.81 -0.47 -1.73 -0.501
C 3.55 -0.35 -0.92 -0.049
O 5.06 -1.82 -2.12 -0.050
H 4.11 0.06 -3.71 0.069
H 5.88 0.37 -3.33 0.077
H 4.65 1.45 -2.71 0.080
H 5.66 -0.14 -1.11 0.128
H 2.78 -0.92 -1.45 0.057
H 3.11 0.64 -0.81 0.080
H 3.70 -0.71 0.10 0.088
H 5.84 -1.78 -2.68 0.086


18
Properties=species:S:1:pos:R:3:lowdin_charge:R:1 method="wB97M-V/def2-TZVPD" total_charge=+1 e_tot_ev=-8332.63526 spin_multiplicity=1 orbital_gap_ev="6.8 / 6.8" e_above_lowest_kj_mol=432.6
C 0.52 -1.11 0.94 0.084
C -0.71 -0.51 1.20 -0.178
C 1.33 -0.38 -0.05 -0.082
C 0.95 -0.63 -1.67 -0.164
C -2.25 1.22 1.49 -0.055
N 1.48 0.34 -2.55 0.093
N -0.88 0.76 1.13 0.067
H 0.60 -2.04 1.43 0.123
H -1.54 -1.15 1.67 0.163
H 0.91 0.73 0.16 0.171
H 2.39 -0.72 -0.06 0.133
H -0.08 -0.63 -1.47 0.098
H 1.35 -1.51 -1.87 0.078
H -2.18 2.15 2.20 0.138
H -2.65 1.45 0.56 0.074
H -2.86 0.61 2.09 0.064
H 1.18 1.26 -2.36 0.090
H 2.43 0.17 -2.83 0.104


18
Properties=species:S:1:pos:R:3:lowdin_charge:R:1 method="wB97M-V/def2-TZVPD" total_charge=0 e_tot_ev=-7886.08676 spin_multiplicity=1 orbital_gap_ev=8.7 e_above_lowest_kj_mol=428.8
C -2.51 -0.87 0.07 -0.067
C 0.99 0.54 -1.32 -0.027
C -1.92 1.50 -0.09 0.052
C 1.10 0.09 -0.08 -0.467
C 1.19 0.99 1.08 -0.079
C 1.02 -1.41 0.10 -0.068
N -2.15 0.32 0.03 -0.131
H -2.65 -1.33 1.00 0.052
H -2.82 -1.47 -0.80 0.084
H 0.70 -0.20 -2.05 0.060
H 1.34 1.48 -1.82 0.088
H -1.01 1.94 -0.55 0.039
H 0.85 1.99 0.70 0.084
H 2.22 1.17 1.45 0.094
H 0.65 0.61 1.88 0.057
H 0.00 -1.81 -0.16 0.067
H 1.20 -1.62 1.13 0.054
H 1.81 -1.89 -0.59 0.109


168
Properties=species:S:1:pos:R:3:lowdin_charge:R:1 method="wB97M-V/def2-TZVPD" total_charge=0 e_tot_ev=-178455.59116 smiles="CCC(=O)OCCc1c(CCCCOC(C)=O)cc(P(O)(O)=S)c2c1C(=O)N(N=C=O)C2=O.O=C1C=C(O)C(=O)C=C1O.O=C1C=C(O)C(=O)C=C1O.O=C1C=C(O)C(=O)C=C1O.O=C1C=C(O)C(=O)C=C1O.O=C1C=C(O)C(=O)C=C1O.O=C1C=C(O)C(=O)C=C1O.O=C1C=C(O)C(=O)C=C1O.O=C1C=C(O)C(=O)C=C1O" spin_multiplicity=1 orbital_gap_ev=6.9
C 3.04 -0.38 1.67 -0.083
C 2.28 0.12 0.41 -0.109
C 1.16 -0.82 -0.03 -0.445
O 0.70 -1.66 0.70 0.132
O 0.63 -0.77 -1.32 -0.024
C -0.36 0.26 -1.42 -0.162
C -1.74 -0.28 -1.96 -0.045
C -2.82 0.14 -0.96 -0.086
C -3.14 1.49 -0.75 -0.131
C -2.45 2.64 -1.49 -0.115
C -2.15 3.88 -0.56 -0.168
C -1.13 3.50 0.57 -0.131
C -1.71 3.57 2.01 -0.180
O -0.67 3.21 2.93 -0.005
C -0.75 1.92 3.40 -0.485
C -1.29 0.73 2.59 0.034
O -0.32 1.70 4.50 0.117
C -4.11 1.85 0.20 -0.017
C -4.78 0.88 0.96 -0.232
P -5.99 1.37 2.24 0.307
O -7.40 0.62 2.10 -0.183
O -6.17 3.00 2.24 -0.216
S -5.21 0.91 3.97 0.325
C -4.48 -0.46 0.72 -0.058
C -3.51 -0.84 -0.23 -0.002
C -3.42 -2.35 -0.27 -0.310
O -2.69 -3.09 -0.84 0.166
N -4.47 -2.85 0.61 0.022
N -5.54 -3.49 -0.09 0.146
C -6.03 -4.41 0.59 -0.224
O -6.57 -5.06 1.40 0.222
C -5.04 -1.75 1.32 -0.337
O -5.83 -1.78 2.21 0.127
H 3.02 0.37 2.48 0.080
H 2.63 -1.31 2.10 0.035
H 4.13 -0.57 1.48 0.063
H 3.04 0.27 -0.38 0.118
H 1.88 1.13 0.64 0.120
H -0.01 1.08 -2.08 0.104
H -0.48 0.70 -0.41 0.097
H -1.92 0.15 -2.96 0.123
H -1.63 -1.37 -2.05 0.117
H -3.12 3.03 -2.29 0.130
H -1.49 2.38 -1.94 0.094
H -3.07 4.36 -0.19 0.109
H -1.66 4.63 -1.20 0.066
H -0.77 2.48 0.35 0.086
H -0.28 4.20 0.51 0.124
H -2.64 3.00 2.15 0.101
H -1.97 4.63 2.18 0.136
H -2.11 0.98 1.89 0.051
H -1.71 0.03 3.32 0.100
H -0.51 0.18 2.04 0.075
H -4.35 2.90 0.38 0.108
H -7.64 0.38 3.02 0.047
H -5.35 3.31 2.68 0.047
O -10.81 -0.74 6.86 0.109
C -9.71 -1.05 7.28 -0.316
C -9.49 -1.59 8.61 0.075
C -8.25 -1.90 9.02 -0.235
O -8.02 -2.40 10.23 0.110
C -7.06 -1.69 8.14 -0.309
O -5.96 -1.96 8.57 0.120
C -7.29 -1.16 6.80 0.080
C -8.52 -0.86 6.39 -0.226
O -8.76 -0.38 5.16 0.086
H -10.36 -1.74 9.24 0.135
H -7.05 -2.53 10.28 0.120
H -6.43 -1.03 6.16 0.111
H -9.73 -0.25 5.11 0.119
O 0.77 1.91 -4.34 0.081
C 0.80 0.98 -5.14 -0.321
C -0.32 0.64 -5.99 0.068
C -0.24 -0.41 -6.83 -0.222
O -1.26 -0.74 -7.63 0.113
C 1.01 -1.25 -6.92 -0.301
O 1.04 -2.19 -7.68 0.114
C 2.14 -0.88 -6.07 0.081
C 2.05 0.16 -5.24 -0.233
O 3.07 0.53 -4.45 0.110
H -1.21 1.25 -5.92 0.134
H -0.98 -1.52 -8.14 0.080
H 3.04 -1.48 -6.15 0.138
H 2.75 1.30 -3.95 0.117
O 5.56 0.55 2.31 0.070
C 6.70 0.23 2.62 -0.294
C 7.03 -0.31 3.93 0.083
C 8.30 -0.63 4.22 -0.235
O 8.65 -1.13 5.41 0.114
C 9.41 -0.43 3.24 -0.315
O 10.55 -0.71 3.56 0.113
C 9.07 0.10 1.92 0.077
C 7.80 0.41 1.63 -0.230
O 7.45 0.89 0.43 0.112
H 6.23 -0.45 4.63 0.139
H 9.61 -1.27 5.37 0.120
H 9.87 0.23 1.21 0.137
H 6.49 1.03 0.47 0.118
O 1.86 -7.49 5.49 0.119
C 2.01 -6.48 4.82 -0.313
C 0.93 -5.87 4.06 0.077
C 1.15 -4.77 3.34 -0.227
O 0.19 -4.18 2.63 0.116
C 2.51 -4.13 3.28 -0.288
O 2.66 -3.14 2.59 0.090
C 3.58 -4.73 4.06 0.083
C 3.36 -5.83 4.79 -0.219
O 4.33 -6.40 5.51 0.082
H -0.04 -6.34 4.11 0.136
H 0.60 -3.40 2.19 0.093
H 4.55 -4.25 4.02 0.135
H 3.92 -7.18 5.95 0.076
O -1.38 -3.30 -8.72 0.084
C -1.74 -4.46 -8.67 -0.286
C -3.07 -4.87 -8.24 0.082
C -3.40 -6.16 -8.19 -0.232
O -4.61 -6.57 -7.80 0.118
C -2.42 -7.24 -8.56 -0.314
O -2.77 -8.40 -8.48 0.116
C -1.10 -6.83 -9.02 0.079
C -0.77 -5.53 -9.07 -0.226
O 0.43 -5.13 -9.48 0.119
H -3.76 -4.08 -7.97 0.138
H -4.59 -7.54 -7.85 0.122
H -0.41 -7.61 -9.30 0.138
H 0.42 -4.15 -9.42 0.111
O -1.18 6.35 -2.03 0.081
C -1.32 7.29 -2.79 -0.293
C -1.10 8.68 -2.38 0.080
C -1.30 9.67 -3.25 -0.230
O -1.10 10.95 -2.92 0.118
C -1.75 9.41 -4.65 -0.314
O -1.93 10.36 -5.40 0.105
C -1.95 8.03 -5.06 0.079
C -1.75 7.03 -4.20 -0.226
O -1.93 5.75 -4.54 0.112
H -0.77 8.85 -1.37 0.138
H -1.31 11.47 -3.72 0.122
H -2.27 7.85 -6.08 0.141
H -1.72 5.23 -3.74 0.110
O 3.59 13.39 -7.72 0.114
C 3.06 12.34 -7.43 -0.315
C 3.81 11.16 -7.01 0.077
C 3.17 10.02 -6.71 -0.235
O 3.83 8.93 -6.32 0.111
C 1.68 9.91 -6.81 -0.310
O 1.15 8.84 -6.55 0.104
C 0.93 11.09 -7.21 0.075
C 1.56 12.23 -7.50 -0.232
O 0.91 13.33 -7.87 0.116
H 4.88 11.25 -6.94 0.137
H 3.14 8.25 -6.18 0.118
H -0.15 11.00 -7.26 0.126
H 1.59 14.01 -8.02 0.121
O 4.43 -8.70 7.24 0.103
C 5.53 -9.08 7.61 -0.286
C 5.74 -9.64 8.94 0.079
C 6.97 -10.02 9.32 -0.235
O 7.20 -10.55 10.53 0.115
C 8.15 -9.89 8.42 -0.317
O 9.24 -10.24 8.83 0.113
C 7.94 -9.35 7.08 0.076
C 6.72 -8.97 6.69 -0.221
O 6.50 -8.47 5.47 0.119
H 4.88 -9.73 9.59 0.138
H 8.15 -10.74 10.56 0.121
H 8.80 -9.28 6.43 0.137
H 5.55 -8.27 5.42 0.093